Record 1
The following is a quantum chemistry calculation of the molecule C27H28N4OS in a non-equilibrium geometry, from the OMol25 dataset.

```
61
C27H28N4OS wB97M-V/def2-TZVPD
C -0.35 -0.01 -4.43
C 1.09 0.12 -4.92
C 1.79 1.32 -4.29
C 2.08 1.14 -2.83
N 2.15 -0.04 -2.36
C 2.54 -0.41 -1.10
C 1.80 -1.41 -0.45
C 2.21 -1.93 0.76
C 1.44 -3.04 1.42
O 1.88 -4.17 1.51
N 0.23 -2.69 1.90
C -0.32 -1.35 1.89
C -1.36 -1.21 3.00
N -2.44 -2.15 2.78
C -3.73 -1.71 2.77
C -4.80 -2.54 2.39
C -6.08 -2.03 2.45
C -6.28 -0.72 2.87
C -5.16 0.02 3.21
N -3.93 -0.45 3.16
C -2.07 -3.45 2.28
C -0.59 -3.71 2.54
C 3.41 -1.50 1.33
C 4.14 -0.51 0.71
C 3.71 0.04 -0.48
S 4.68 1.33 -1.25
C 3.39 2.57 -1.26
C 3.55 3.73 -0.52
C 2.56 4.69 -0.52
C 1.39 4.50 -1.25
C 0.32 5.55 -1.23
C 1.25 3.34 -2.00
C 2.24 2.37 -2.02
H -0.37 -0.14 -3.35
H -0.93 0.87 -4.69
H -0.83 -0.87 -4.89
H 1.09 0.24 -6.01
H 1.64 -0.78 -4.67
H 2.75 1.48 -4.78
H 1.20 2.23 -4.44
H 0.90 -1.77 -0.93
H 0.49 -0.62 2.04
H -0.79 -1.14 0.93
H -1.78 -0.21 3.01
H -0.89 -1.40 3.97
H -4.64 -3.55 2.06
H -6.92 -2.64 2.17
H -7.27 -0.29 2.93
H -5.24 1.05 3.53
H -2.27 -3.53 1.20
H -2.65 -4.22 2.79
H -0.40 -3.72 3.62
H -0.28 -4.67 2.14
H 3.75 -1.95 2.25
H 5.07 -0.16 1.15
H 4.46 3.87 0.05
H 2.70 5.60 0.05
H 0.72 6.51 -1.52
H -0.50 5.29 -1.90
H -0.09 5.65 -0.22
H 0.34 3.18 -2.56
```

Summary:
relative energy (zero: lowest compared OMol25 entry of this formula, charge and spin): 0.7 kcal per mole
charge: 0
gap between HOMO and LUMO: 8.401 eV
LUMO level: 0.4 eV
HOMO level: -7.994 eV

natural (NBO) atomic charge list, values in e, 8 entries: -0.61 -0.39 -0.46 0.36 -0.46 0.20 -0.22 -0.11

Record 2
The following is a quantum chemistry calculation of the molecule C6H12O, from the OMol25 dataset.

```
19
C6H12O wB97M-V/def2-TZVPD
C 2.72 0.75 0.29
C 1.84 -0.28 -0.39
O 0.71 -0.43 0.43
C -0.37 -1.18 -0.11
C -1.64 -0.56 0.45
C -2.70 0.13 -0.36
C -1.65 0.94 0.32
H 3.69 0.85 -0.21
H 2.22 1.73 0.29
H 2.88 0.46 1.33
H 2.38 -1.24 -0.51
H 1.55 0.06 -1.40
H -0.35 -1.15 -1.21
H -0.25 -2.23 0.19
H -1.94 -0.95 1.42
H -2.69 0.08 -1.45
H -3.72 0.15 0.03
H -0.82 1.29 -0.29
H -1.85 1.56 1.19
```

Summary:
relative energy (zero: lowest compared OMol25 entry of this formula, charge and spin): 40.1 kcal per mole
charge: 0
gap between HOMO and LUMO: 10.849 eV
LUMO level: 1.2 eV
HOMO level: -9.657 eV

natural (NBO) atomic charge list, values in e, 8 entries: -0.62 -0.05 -0.55 -0.06 -0.26 -0.41 -0.40 0.21

Record 3
The following is a quantum chemistry calculation of the molecule C2H5OP in a non-equilibrium geometry, from the OMol25 dataset.

```
9
C2H5OP wB97M-V/def2-TZVPD
C 0.68 1.11 0.31
P -1.02 0.83 -0.43
C -1.38 -1.05 -0.18
O -1.82 -0.07 0.81
H 1.41 0.39 0.12
H 0.50 1.29 1.40
H 1.00 1.87 -0.39
H -2.15 -1.28 -0.88
H -0.91 -1.96 0.24
```

Summary:
relative energy (zero: lowest compared OMol25 entry of this formula, charge and spin): 32.9 kcal per mole
charge: 0
gap between HOMO and LUMO: 9.979 eV
LUMO level: 0.8 eV
HOMO level: -9.203 eV

natural (NBO) atomic charge list, values in e, 8 entries: -0.97 0.95 -0.33 -0.75 0.23 0.25 0.23 0.17